The following is a quantum chemistry calculation of a 3-piece molecular cluster, C4H9N3O overall in a non-equilibrium geometry, from the OMol25 dataset.

Results
Charge   0
HOMO-LUMO gap   9.662 eV
Energy above the lowest of the compared OMol25 structures with the same formula, charge and spin   114.7 kcal per mole
HOMO level   -8.980 eV
DFT total energy   -397.16781 hartree

XYZ file:
```
17
Properties=species:S:1:pos:R:3:forces:R:3
C -1.92747 -0.46105 -0.96937 0.0 0.0 0.0
N 1.19976 1.35368 0.38298 -0.3 -0.2 0.3
C 0.36337 0.43432 -0.40044 1.2 -0.2 0.7
C -1.00726 0.18708 0.02327 -1.0 0.0 1.0
N -1.28125 0.43015 1.25868 -0.5 0.4 -1.1
C 1.56730 0.04583 0.52996 0.3 0.5 -2.4
O 0.57359 0.36353 -1.77255 0.0 -0.1 0.3
N 2.66364 -0.58770 0.48678 -0.1 0.1 0.6
H 1.48067 0.07195 -1.93653 -0.1 0.0 0.1
H 1.79665 2.01758 -0.09617 0.1 0.0 0.0
H -0.06709 -0.13307 2.12595 2.2 -0.7 0.2
H -2.22242 0.15740 1.53322 0.0 -0.1 -0.2
H 2.54367 -1.59252 0.38993 -0.1 0.1 -0.1
H 0.76244 -0.41655 2.14304 -1.8 0.3 0.5
H -2.89478 -0.67833 -0.51806 0.1 0.0 0.0
H -1.48478 -1.38358 -1.34870 0.0 0.0 0.0
H -2.06604 0.19129 -1.83200 0.0 0.0 0.0
```
Positions in Å, forces in eV/Å.